# 1
Here is a cluster of 2 separate species, C6H13NO in total in a non-equilibrium geometry from the OMol25 dataset. Energies are from ωB97M-V with the def2-TZVPD basis set.

Structure (XYZ):
```
21
Properties=species:S:1:pos:R:3:forces:R:3:mulliken_charge:R:1
C 0.879406 -0.670618 -1.449473 -0.34 0.40 -0.36 -1.326
N 2.837737 -1.387243 0.457535 0.19 0.18 0.93 -0.517
C 1.815741 -0.525905 0.836197 -0.03 1.24 -2.28 -0.051
C 0.921665 -0.017566 -0.063876 -0.99 -1.92 0.35 0.266
C -0.285919 0.681946 0.434943 1.86 1.17 0.65 -0.518
C -0.922922 1.653542 -0.212669 0.45 -0.75 -1.95 0.204
C -2.247110 2.153954 0.139564 -2.27 -0.08 -0.20 -1.310
H 0.432333 -0.069824 -2.260357 -0.04 0.14 0.67 0.341
H 0.367131 -1.667319 -1.552950 0.58 0.71 0.53 0.254
H 1.914417 -0.734374 -1.731587 0.48 -0.52 -0.58 0.399
H 2.771599 -1.880207 -0.411588 -0.29 -0.10 -0.06 0.175
H 3.195776 -1.951870 1.205826 0.23 -0.08 0.02 0.220
H 1.968583 0.062315 1.727124 -0.15 -0.59 0.73 0.366
H -0.440018 0.526176 1.505455 -0.73 -0.15 -0.32 0.320
H -0.509312 1.999213 -1.209162 -0.58 -0.62 1.05 0.281
H -2.543281 1.922911 1.171347 0.44 0.66 0.08 0.332
H -3.126686 1.649323 -0.392960 1.39 0.32 0.05 0.229
H -2.346199 3.192525 -0.178333 -0.16 0.19 0.64 0.367
H -2.214489 -1.388931 0.340330 -0.15 -0.06 0.14 0.329
H -0.788436 -1.653308 0.681090 0.10 -0.12 0.23 0.320
O -1.680015 -1.894741 0.963543 0.01 -0.01 -0.32 -0.680
```
Forces are in eV/Å.

For the orbital gap, the calculation gives 8.497 eV. The spin multiplicity is 1. The value obtained for the max |F| is 2.590 eV Å⁻¹. The structure (SMILES) is C/C=C/C(C)=C/N.O. The value obtained for the energy above the lowest of the compared OMol25 structures with the same formula, charge and spin is 237.7 kJ/mol. The total charge is 0. The calculation puts the electronic energy at -9968.7109 eV.

# 2
Here is an isolated molecule of C6H13NO in a non-equilibrium geometry from the OMol25 dataset. Energies are from ωB97M-V with the def2-TZVPD basis set.

Structure (XYZ):
```
21
Properties=species:S:1:pos:R:3:forces:R:3:mulliken_charge:R:1
C 1.044022 0.324936 0.073419 1.98 -1.98 3.10 1.407
C 0.147016 -0.802435 -0.378372 -3.35 0.65 -1.40 -1.360
C -2.206564 -0.222128 0.683938 -0.08 -0.08 0.00 -1.329
C 1.588421 -0.187815 1.576658 -0.35 1.74 -1.71 -1.553
C -1.376605 -0.281696 -0.558674 1.81 -0.84 0.21 0.915
N 2.136868 0.472665 -0.847741 -0.49 0.42 -0.66 -0.694
C -1.843358 0.058200 -1.750257 0.07 -0.16 -0.19 -1.117
O 0.432436 1.552722 0.280415 0.01 0.41 0.28 -0.585
H 0.374435 2.026088 -0.557424 -0.12 -0.19 -0.16 0.374
H 2.661495 -0.382287 -0.976046 0.20 0.36 0.05 0.191
H 2.676461 1.313589 -0.680485 0.29 -0.48 0.21 0.233
H 0.459198 -1.154804 -1.358936 0.06 -0.02 -0.10 0.515
H 0.105358 -1.666231 0.279731 0.17 0.13 0.23 0.326
H -2.114518 -1.145619 1.256512 0.03 -0.04 0.07 0.294
H -3.261118 -0.080174 0.447279 0.00 0.05 -0.02 0.419
H -1.885816 0.601634 1.321986 0.08 0.00 0.04 0.253
H -1.225963 0.033238 -2.636807 0.11 -0.09 -0.05 0.295
H -2.876233 0.337701 -1.904290 -0.09 0.17 0.13 0.308
H 2.435116 0.447904 1.830608 -0.02 0.14 0.18 0.388
H 1.939751 -1.216683 1.604094 -0.23 -0.10 -0.36 0.355
H 0.789598 -0.028804 2.294392 -0.09 -0.12 0.14 0.366
```
Forces are in eV/Å.

For the orbital gap, the calculation gives 9.921 eV. The spin multiplicity is 1. The value obtained for the max |F| is 4.179 eV Å⁻¹. The structure (SMILES) is C=C(C)C[C@@](C)(N)O. The value obtained for the energy above the lowest of the compared OMol25 structures with the same formula, charge and spin is 165.4 kJ/mol. The total charge is 0. The calculation puts the electronic energy at -9969.4602 eV.

# 3
Here is an isolated molecule of C6H13NO in a non-equilibrium geometry from the OMol25 dataset. Energies are from ωB97M-V with the def2-TZVPD basis set.

Structure (XYZ):
```
21
Properties=species:S:1:pos:R:3:forces:R:3:mulliken_charge:R:1
C -0.804244 0.376406 -0.081214 1.40 2.44 -2.34 1.151
C 0.404875 -1.944774 0.146631 0.28 0.18 0.99 -1.533
C -1.025151 1.367542 1.072108 0.02 -0.39 0.40 -1.317
C -2.119820 -0.336187 -0.390169 0.14 0.41 -0.79 -1.679
C 1.569806 0.306392 -0.232298 1.25 -2.76 -0.44 0.050
C 0.429282 -0.457437 -0.065388 0.42 1.05 0.70 0.237
N 1.970686 1.064291 -1.320371 -0.86 -0.07 1.38 -0.434
O 2.710616 -0.057527 0.463445 0.15 -0.09 -0.06 -0.573
H 2.428964 -0.386335 1.329386 0.00 0.09 -0.31 0.382
H -0.225750 1.160344 -0.863022 -3.26 -1.26 0.86 0.033
H 2.868755 1.524887 -1.229069 -0.67 0.18 -0.55 0.240
H 1.301952 1.064287 -2.079298 0.87 0.50 -0.10 0.258
H 1.403030 -2.384663 0.073347 -0.09 0.06 -0.01 0.382
H -0.227349 -2.416017 -0.614031 0.06 0.12 0.03 0.297
H -0.013514 -2.216317 1.121594 -0.01 -0.26 -0.01 0.345
H -0.140859 1.985345 1.241140 0.04 -0.23 0.12 0.325
H -1.835212 2.064551 0.832526 -0.05 -0.20 -0.03 0.348
H -1.292540 0.830099 1.989928 0.05 0.18 0.08 0.357
H -2.481320 -0.896064 0.481031 0.23 0.12 -0.03 0.323
H -2.894825 0.390602 -0.654844 0.04 -0.13 0.06 0.431
H -2.027382 -1.039423 -1.221434 -0.02 0.04 0.04 0.375
```
Forces are in eV/Å.

For the orbital gap, the calculation gives 7.589 eV. The spin multiplicity is 1. The value obtained for the max |F| is 3.666 eV Å⁻¹. The structure (SMILES) is C/C(=C(/N)O)C(C)C. The value obtained for the energy above the lowest of the compared OMol25 structures with the same formula, charge and spin is 295.7 kJ/mol. The total charge is 0. The calculation puts the electronic energy at -9968.1096 eV.

# 4
Here is a cluster of 2 separate species, C6H13NO in total in a non-equilibrium geometry from the OMol25 dataset. Energies are from ωB97M-V with the def2-TZVPD basis set.

Structure (XYZ):
```
21
Properties=species:S:1:pos:R:3:forces:R:3:mulliken_charge:R:1
C -1.438303 0.417038 0.345499 -1.11 -0.16 -0.08 0.545
C 1.303377 -0.327071 1.097540 0.86 -0.28 -2.04 -0.397
C -1.184644 -1.007180 -1.571228 -0.47 -0.40 -0.60 -0.894
C 2.710584 -0.322770 0.583073 0.36 0.10 0.08 -0.447
C 1.679597 -0.379034 -0.499698 -0.18 0.27 2.32 -0.441
C -1.415591 1.724580 -0.369188 0.23 -0.39 0.21 -1.355
N -1.551274 -0.731396 -0.303266 0.89 0.75 0.45 0.074
O -1.867070 0.451540 1.662214 0.03 -0.15 0.11 -0.551
H -1.390529 -0.200663 2.190889 0.10 0.16 -0.04 0.354
H -1.678125 -1.544153 0.294056 -0.19 0.16 -0.12 0.285
H 0.976210 0.573835 1.600121 -0.24 0.07 -0.45 0.215
H 0.942175 -1.246223 1.535998 -0.03 -0.11 -0.06 0.144
H -1.390439 -1.996713 -1.934769 -0.02 -0.16 0.12 0.265
H -1.141128 -0.206853 -2.282785 0.06 0.29 -0.01 0.281
H 3.269402 0.600066 0.688610 -0.01 -0.04 0.07 0.237
H 3.310918 -1.203002 0.753114 0.11 -0.11 -0.04 0.244
H 1.592232 -1.299192 -1.055563 -0.35 -0.04 0.26 0.261
H 1.507131 0.511157 -1.078422 -0.09 0.15 0.01 0.197
H -0.526031 1.815062 -0.998020 0.01 0.01 -0.05 0.270
H -1.416051 2.534253 0.359778 0.02 -0.09 -0.04 0.350
H -2.292442 1.836719 -1.017956 0.00 -0.04 -0.08 0.364
```
Forces are in eV/Å.

For the orbital gap (alpha / beta), the calculation gives 6.771 / 6.772 eV. The spin multiplicity is 1. The value obtained for the max |F| is 2.339 eV Å⁻¹. The value obtained for the energy above the lowest of the compared OMol25 structures with the same formula, charge and spin is 448.3 kJ/mol. The total charge is 0. The calculation puts the electronic energy at -9966.5278 eV.

# 5
Here is the ion C6H13NO with charge +1 in a non-equilibrium geometry from the OMol25 dataset. Energies are from ωB97M-V with the def2-TZVPD basis set.

Structure (XYZ):
```
21
Properties=species:S:1:pos:R:3:forces:R:3:mulliken_charge:R:1
C 0.218867 -1.099327 -2.054786 0.71 0.12 -0.49 -0.244
C 1.748772 -1.116036 -1.900979 0.10 1.09 3.69 -1.119
C -0.122092 -0.738670 -0.591101 -0.66 2.08 -2.17 0.418
N -0.400589 0.588372 -0.472743 -0.85 0.13 1.03 -0.176
C 0.610337 1.034114 1.862386 -0.46 -0.43 -3.38 -1.100
C -0.671865 1.167847 0.935003 -0.22 0.80 -0.49 0.265
C -1.915493 0.447931 1.532019 2.30 0.60 2.03 -1.350
O 0.023192 -1.465965 0.361549 0.18 -1.00 0.79 -0.216
H -0.171624 -2.019989 -2.526459 0.15 0.19 0.99 0.334
H -0.044183 -0.280272 -2.752142 -0.29 -0.14 0.83 0.263
H 2.175573 -1.175211 -2.811499 1.51 -0.07 -3.15 0.452
H 2.265741 -0.227105 -1.310854 -1.51 -1.49 -1.33 0.274
H 2.018246 -1.996509 -1.338881 0.21 -0.38 0.13 0.345
H -0.988984 0.893153 -1.275823 0.76 0.20 0.92 0.342
H 1.457417 0.642775 1.234783 -0.66 0.11 1.07 0.228
H 0.893081 1.972514 2.245119 0.34 1.39 0.13 0.419
H 0.328918 0.485138 2.697302 0.07 -1.62 1.32 0.331
H -0.802709 2.314602 0.810803 -0.30 -2.11 -0.28 0.350
H -1.739581 0.488981 2.618571 -0.72 0.60 -0.17 0.344
H -1.988593 -0.601567 1.454227 0.96 -1.64 -0.85 0.414
H -2.894439 0.685227 1.283512 -1.60 1.59 -0.60 0.425
```
Forces are in eV/Å.

For the orbital gap (alpha / beta), the calculation gives 12.291 / 6.692 eV. The spin multiplicity is 2. The value obtained for the max |F| is 3.852 eV Å⁻¹. The value obtained for the energy above the lowest of the compared OMol25 structures with the same formula, charge and spin is 199.4 kJ/mol. The total charge is +1. The calculation puts the electronic energy at -9960.2926 eV.